Version a
Molecular formula: C4H5NO2
Method: DFT, wB97M-V/def2-TZVPD

The orbital gap is 10.810 eV. As for the molar mass: 99.089 g mol⁻¹. As for the SMILES: C[C@H]1C=NOC1=O. For the LUMO energy, the calculation gives 0.40 eV. The calculation puts the HOMO energy at -10.410 eV.

The geometry in ORCA input format:
```
! RIJCOSX wB97M-V def2-TZVPD def2/J DEFGRID3
* xyz 0 1
C 0.161 -1.532 -0.106
C 0.454 0.103 0.334
C 0.367 1.125 -0.888
N -0.547 1.979 -0.834
O -1.248 1.816 0.358
C -0.900 0.423 0.859
O -1.530 -0.385 1.501
H 0.218 -1.909 0.971
H -0.678 -1.715 -0.632
H 1.050 -1.752 -0.706
H 1.482 0.563 0.900
H 1.172 1.284 -1.757
*
```

Charges per atom according to Löwdin partitioning, unit e: number 1, C, carries 0.0102; number 2, C, carries -0.1595; number 3, C, carries -0.1581; number 4, N, carries 0.0297; number 5, O, carries -0.0465; number 6, C, carries -0.3752; number 7, O, carries 0.1224; number 8, H, carries 0.1030; number 9, H, carries 0.0310; number 10, H, carries 0.0657; number 11, H, carries 0.2208; number 12, H, carries 0.1565

Version b
Molecular formula: C4H5NO2
Method: DFT, wB97M-V/def2-TZVPD

The orbital gap is 10.481 eV. As for the molar mass: 99.089 g mol⁻¹. As for the SMILES: C=CCON=C=O. For the LUMO energy, the calculation gives 0.73 eV. The calculation puts the HOMO energy at -9.751 eV.

The geometry in ORCA input format:
```
! RIJCOSX wB97M-V def2-TZVPD def2/J DEFGRID3
* xyz 0 1
C -0.332 0.638 -1.093
C 0.369 0.264 -0.021
C 0.066 -0.758 1.011
O 0.904 -0.509 2.068
N 0.339 0.267 3.003
C -0.521 1.071 3.201
O -1.331 1.798 3.649
H -0.108 1.566 -1.519
H -1.232 0.243 -1.455
H 1.438 0.712 0.131
H 0.335 -1.758 0.657
H -0.946 -0.879 1.375
*
```

Charges per atom according to Löwdin partitioning, unit e: number 1, C, carries 0.0204; number 2, C, carries -0.1378; number 3, C, carries -0.2397; number 4, O, carries -0.0902; number 5, N, carries 0.1029; number 6, C, carries -0.3009; number 7, O, carries 0.1433; number 8, H, carries 0.0367; number 9, H, carries 0.0440; number 10, H, carries 0.1519; number 11, H, carries 0.1358; number 12, H, carries 0.1338

It is version a that is the most stable of them.

Version a
Molecular formula: C4H5NO2
Method: DFT, wB97M-V/def2-TZVPD

The orbital gap is 9.138 eV. As for the molar mass: 99.089 g mol⁻¹. For the LUMO energy, the calculation gives -0.45 eV. The calculation puts the HOMO energy at -9.590 eV.

The geometry in ORCA input format:
```
! RIJCOSX wB97M-V def2-TZVPD def2/J DEFGRID3
* xyz 0 1
O -2.045 -0.075 1.157
C -1.704 -0.174 0.006
C -0.433 0.390 -0.497
C 0.530 1.046 0.407
N 1.665 0.131 0.164
C 1.310 -1.065 -0.094
O 0.104 -1.414 -0.467
H -2.239 -0.761 -0.755
H -0.320 0.655 -1.550
H 0.850 2.073 0.163
H 0.205 1.028 1.460
H 2.078 -1.833 0.006
*
```

Charges per atom according to Löwdin partitioning, unit e: number 1, O, carries 0.0814; number 2, C, carries -0.2627; number 3, C, carries -0.0191; number 4, C, carries -0.1733; number 5, N, carries 0.0449; number 6, C, carries -0.3332; number 7, O, carries -0.0085; number 8, H, carries 0.1317; number 9, H, carries 0.1485; number 10, H, carries 0.1291; number 11, H, carries 0.1269; number 12, H, carries 0.1343

Version b
Molecular formula: C4H5NO2
Method: DFT, wB97M-V/def2-TZVPD

The orbital gap is 10.939 eV. As for the molar mass: 99.089 g mol⁻¹. For the LUMO energy, the calculation gives 0.94 eV. The calculation puts the HOMO energy at -9.999 eV.

The geometry in ORCA input format:
```
! RIJCOSX wB97M-V def2-TZVPD def2/J DEFGRID3
* xyz 0 1
O 0.131 -2.398 -2.395
C -0.096 -1.907 -1.398
C -0.023 -0.199 1.328
C 1.016 0.688 0.718
N -0.385 0.960 0.528
C -0.988 0.873 -0.737
O -0.415 0.898 -1.805
H -0.279 -0.121 2.379
H -0.035 -1.210 0.916
H 1.541 0.275 -0.142
H 1.561 1.367 1.366
H -2.091 0.833 -0.658
*
```

Charges per atom according to Löwdin partitioning, unit e: number 1, O, carries 0.0780; number 2, C, carries 0.0504; number 3, C, carries -0.1297; number 4, C, carries -0.1193; number 5, N, carries -0.0599; number 6, C, carries -0.3372; number 7, O, carries 0.0155; number 8, H, carries 0.1016; number 9, H, carries 0.0545; number 10, H, carries 0.1047; number 11, H, carries 0.1067; number 12, H, carries 0.1347

It is version b that is the most stable of them.

Version a
Molecular formula: C4H5NO2
Method: DFT, wB97M-V/def2-TZVPD

The orbital gap is 9.838 eV. As for the molar mass: 99.089 g mol⁻¹. As for the SMILES: O=C[C@H]1CN1C=O. For the LUMO energy, the calculation gives 0.18 eV. The calculation puts the HOMO energy at -9.663 eV.

The geometry in ORCA input format:
```
! RIJCOSX wB97M-V def2-TZVPD def2/J DEFGRID3
* xyz 0 1
O 0.751 -1.277 -0.980
C 1.327 -0.276 -0.596
C 0.736 0.638 0.378
C -0.650 1.221 0.169
N -0.469 0.079 1.020
C -0.906 -1.261 0.168
O -1.775 -1.297 -0.654
H 2.335 -0.104 -0.969
H 1.447 1.288 0.907
H -1.320 1.019 -0.665
H -0.680 2.248 0.536
H -0.519 -2.118 0.727
*
```

Charges per atom according to Löwdin partitioning, unit e: number 1, O, carries 0.0577; number 2, C, carries -0.1561; number 3, C, carries -0.2279; number 4, C, carries -0.0995; number 5, N, carries 0.0267; number 6, C, carries -0.2785; number 7, O, carries 0.0510; number 8, H, carries 0.1290; number 9, H, carries 0.1427; number 10, H, carries 0.1130; number 11, H, carries 0.1094; number 12, H, carries 0.1324

Version b
Molecular formula: C4H5NO2
Method: DFT, wB97M-V/def2-TZVPD

The orbital gap is 9.307 eV. As for the molar mass: 99.089 g mol⁻¹. As for the SMILES: O=C/C=N\CC=O. For the LUMO energy, the calculation gives -0.26 eV. The calculation puts the HOMO energy at -9.564 eV.

The geometry in ORCA input format:
```
! RIJCOSX wB97M-V def2-TZVPD def2/J DEFGRID3
* xyz 0 1
O 0.445 -0.105 1.947
C -0.113 0.855 1.467
C -1.160 0.757 0.385
N -1.233 -0.110 -0.540
C -0.137 -1.038 -0.704
C 1.154 -0.320 -1.073
O 1.328 0.869 -0.968
H 0.095 1.880 1.835
H -1.939 1.525 0.421
H -0.377 -1.743 -1.509
H 0.078 -1.621 0.201
H 1.963 -0.983 -1.437
*
```

Charges per atom according to Löwdin partitioning, unit e: number 1, O, carries 0.0518; number 2, C, carries -0.2248; number 3, C, carries -0.1225; number 4, N, carries 0.0631; number 5, C, carries -0.1936; number 6, C, carries -0.2272; number 7, O, carries 0.0572; number 8, H, carries 0.1222; number 9, H, carries 0.1097; number 10, H, carries 0.1160; number 11, H, carries 0.1220; number 12, H, carries 0.1262

Version c
Molecular formula: C4H5NO2
Method: DFT, wB97M-V/def2-TZVPD

The orbital gap is 9.673 eV. As for the molar mass: 99.089 g mol⁻¹. For the LUMO energy, the calculation gives 0.36 eV. The calculation puts the HOMO energy at -9.318 eV.

The geometry in ORCA input format:
```
! RIJCOSX wB97M-V def2-TZVPD def2/J DEFGRID3
* xyz 0 1
O 1.144 -2.124 1.053
C 0.668 -1.076 0.733
C 0.280 -0.679 -0.694
C -0.894 0.293 -0.747
N -0.733 1.307 0.228
C -0.039 1.105 1.268
O 0.522 -0.091 1.679
H 1.159 -0.138 -1.080
H 0.151 -1.596 -1.263
H -1.758 0.275 -1.435
H -0.933 0.845 -2.007
H 0.176 1.887 2.000
*
```

Charges per atom according to Löwdin partitioning, unit e: number 1, O, carries 0.1429; number 2, C, carries -0.4448; number 3, C, carries -0.0839; number 4, C, carries -0.2207; number 5, N, carries 0.0495; number 6, C, carries -0.1762; number 7, O, carries 0.0711; number 8, H, carries 0.1332; number 9, H, carries 0.1229; number 10, H, carries 0.0789; number 11, H, carries 0.1912; number 12, H, carries 0.1358

Version d
Molecular formula: C4H5NO2
Method: DFT, wB97M-V/def2-TZVPD

The orbital gap is 9.312 eV. As for the molar mass: 99.089 g mol⁻¹. As for the SMILES: Cc1coc(=O)[nH]1. For the LUMO energy, the calculation gives 0.69 eV. The calculation puts the HOMO energy at -8.621 eV.

The geometry in ORCA input format:
```
! RIJCOSX wB97M-V def2-TZVPD def2/J DEFGRID3
* xyz 0 1
C -1.547 -0.393 -0.836
C -0.330 0.084 -0.119
C 0.124 1.312 0.150
O 1.360 1.247 0.758
C 1.707 -0.073 0.890
O 2.726 -0.472 1.391
N 0.668 -0.784 0.335
H -1.302 -0.691 -1.862
H -1.997 -1.255 -0.333
H -2.296 0.401 -0.883
H -0.279 2.296 -0.033
H 0.601 -1.784 0.435
*
```

Charges per atom according to Löwdin partitioning, unit e: number 1, C, carries -0.0269; number 2, C, carries -0.2931; number 3, C, carries -0.0514; number 4, O, carries 0.0850; number 5, C, carries -0.5268; number 6, O, carries 0.0999; number 7, N, carries 0.1657; number 8, H, carries 0.0859; number 9, H, carries 0.0820; number 10, H, carries 0.0848; number 11, H, carries 0.1287; number 12, H, carries 0.1662

It is version d that is the most stable of them.